Record 1
Formula: C12H22F8Na4O14P2
Source: the OMol25 dataset
Level of theory: ωB97M-V/def2-TZVPD

largest force on an atom	4.8	eV/A
energy relative to the best compared isomer or geometry (same formula, charge and spin)	0.00	kcal per mole
lowest unoccupied orbital energy	-6.78	eV
molecular weight	696.19	g/mol
HOMO	-15.8	eV
total charge	+2
orbital gap	9.03	eV

Element x y z (Å)
Na 3.49936 -2.24995 1.81553
Na -1.92727 0.78545 2.93203
Na 2.93659 1.55790 -2.02076
Na 0.58343 -2.60799 -3.14552
P 1.12150 0.14929 -4.55523
F 1.43774 -0.27010 -3.03868
F 1.25375 1.81594 -4.16334
F 2.72146 0.08391 -4.84896
F 0.69476 0.58896 -6.06898
F 1.19598 -1.44441 -5.01802
F -0.40301 0.16045 -4.15820
O -0.52846 -0.03589 1.20315
P 0.39745 -0.77077 0.22928
O 0.00946 -1.71230 -0.87734
F 1.42791 -1.67332 1.15998
F 1.44636 0.36656 -0.29765
C -4.77233 -2.10095 0.13887
C -4.40153 -0.67961 0.38788
O -3.35876 -0.89500 1.40916
C -3.12756 -2.18362 1.69853
O -2.32424 -2.59765 2.51474
O -3.77900 -2.85263 0.78437
H -4.64720 -2.39666 -0.90277
H -5.76348 -2.38564 0.49195
H -5.23991 -0.08710 0.75413
H -3.86363 -0.38834 -0.51431
C 3.30065 -6.23200 -2.16704
O 2.02493 -6.33145 -1.62848
C 1.33349 -5.30078 -1.19262
O 1.66681 -4.11391 -1.20124
O 0.18329 -5.76983 -0.68698
C -0.87336 -4.98030 -0.20662
H 3.88337 -7.13920 -2.00726
H 3.84427 -5.44920 -1.63806
H 3.18458 -5.92257 -3.20572
H -0.65255 -4.18677 0.50728
H -1.47163 -5.69436 0.35933
H -1.50844 -4.49247 -0.94608
C 2.18060 5.29095 -0.10264
O 0.82343 4.97419 -0.31358
C 0.42174 3.83858 -0.81806
O 1.15301 3.08090 -1.48136
O -0.87288 3.65006 -0.45742
C -1.52554 2.42724 -1.04473
H 2.32817 6.36476 0.01250
H 2.93796 4.89243 -0.77770
H 2.49730 4.92963 0.87573
H -1.66899 2.53549 -2.11981
H -2.48062 2.38365 -0.52125
H -0.88592 1.57334 -0.82146
C -0.81725 4.75510 5.25466
O 0.04621 4.63297 4.19632
C 0.22476 3.41974 3.65770
O -0.42549 2.41960 3.95169
O 1.27006 3.52552 2.81669
C 1.92092 2.31544 2.36260
H -1.84224 4.53917 4.95322
H -0.77513 5.79508 5.57832
H -0.60763 4.17580 6.15386
H 1.55500 1.81705 1.46493
H 2.07153 1.56349 3.13720
H 2.96617 2.53608 2.14614


Record 2
Formula: C17H22Br2Cl2N2O2PPtS2
Source: the OMol25 dataset
Level of theory: ωB97M-V/def2-TZVPD

largest force on an atom	0.3	eV/A
lowest unoccupied orbital energy (alpha / beta)	-3.62 / -4.32	eV
<S²>	2.0068
spin multiplicity	3
molecular weight	807.28	g/mol
HOMO (alpha / beta)	-10.5 / -11.6	eV
total charge	+1
orbital gap (alpha / beta)	6.92 / 7.23	eV

Element x y z (Å)
Pt 0.21545 -1.61075 -0.28627
Br -6.20117 -1.82270 -2.52314
C -4.40400 -1.77236 -1.99059
C -3.54831 -0.81169 -2.50487
C -2.23737 -0.81172 -2.06391
N -1.78654 -1.70336 -1.18678
C -2.60411 -2.63834 -0.69118
C -3.93516 -2.69896 -1.07265
C -1.99212 -3.57582 0.29360
C -2.64916 -4.69922 0.76665
C -2.00590 -5.51532 1.68428
Br -2.87195 -7.03964 2.34173
C -0.72234 -5.20367 2.10422
C -0.12609 -4.07642 1.57418
N -0.74021 -3.28492 0.69341
H -3.88938 -0.08038 -3.22185
H -1.52077 -0.08444 -2.42308
H -4.60904 -3.43567 -0.66510
H -3.63994 -4.95497 0.42609
H -0.19417 -5.81885 2.81666
H 0.87487 -3.78690 1.86247
Cl 2.72622 -1.70695 1.56957
C 2.23906 -0.90953 3.07559
Cl 0.65287 -1.45365 3.62658
H 2.18841 0.15858 2.88969
H 2.97166 -1.15845 3.83429
C 3.03920 2.62685 1.70507
C 3.10317 1.88317 0.38835
C 4.36173 2.13747 -0.40637
O 1.97427 2.34423 -0.43759
P 0.83590 1.33659 -0.85049
S 1.49267 -0.29581 -1.83089
S -0.13895 0.59578 0.76463
O -0.05745 2.18085 -1.81960
C -0.51341 3.58129 -1.66979
C -0.89840 3.90601 -0.24059
C 0.53586 4.50579 -2.24640
H 3.87844 2.33676 2.33852
H 2.10620 2.40911 2.22726
H 3.10000 3.70158 1.53303
H 2.98426 0.80830 0.54990
H 4.46780 3.20203 -0.61644
H 4.34054 1.59175 -1.34814
H 5.22971 1.80713 0.16365
H -1.40419 3.59738 -2.29835
H -0.02629 3.89631 0.41549
H -1.64168 3.20696 0.13786
H -1.32782 4.90799 -0.21554
H 1.42614 4.51854 -1.62170
H 0.13165 5.51731 -2.29866
H 0.80983 4.19276 -3.25279


Record 3
Formula: C32H51N2O18
Source: the OMol25 dataset
Level of theory: ωB97M-V/def2-TZVPD

largest force on an atom	6.3	eV/A
energy relative to the best compared isomer or geometry (same formula, charge and spin)	99.33	kcal per mole
lowest unoccupied orbital energy	-4.01	eV
molecular weight	751.76	g/mol
HOMO	-12.2	eV
total charge	+1
orbital gap	8.20	eV

Element x y z (Å)
C -3.22375 3.42188 5.57621
C -4.05449 2.45300 4.54731
C -3.38043 0.98027 4.28866
C -1.78277 1.00237 3.91919
C -1.43933 0.72525 2.33242
N -2.34140 1.62871 1.52024
C -3.55898 1.02888 0.83407
C -4.30390 2.30043 0.11365
N -3.45824 3.53085 0.39627
C -2.26562 3.11780 1.24177
H -3.92714 4.07068 6.26610
H -2.62881 4.19777 4.90254
H -2.41461 2.85788 6.22039
H -4.24064 3.04204 3.53592
H -5.11455 2.25979 5.04834
H -3.47605 0.35647 5.30195
H -4.06124 0.42258 3.51088
H -1.24674 0.12646 4.52453
H -1.22661 1.98755 4.21989
H -0.28965 0.97359 2.15933
H -1.58068 -0.41581 2.10482
H -3.82568 -0.10806 0.91453
H -5.30640 2.15575 -0.47267
H -3.69207 4.49087 0.05053
H -1.40624 3.83760 1.63292
C -5.79511 -4.14443 2.30012
C -4.91401 -3.07404 2.91253
C -3.74637 -3.62647 3.67223
O -3.50990 -2.63054 4.64996
C -4.70453 -2.00149 4.86147
O -4.92494 -1.22999 5.77781
O -5.62172 -2.35454 3.90997
H -6.56863 -3.68419 1.67595
H -5.21494 -4.83367 1.67971
H -6.31956 -4.71585 3.07426
H -4.59040 -2.36258 2.14302
H -2.86565 -3.75879 3.03686
H -3.96266 -4.57217 4.18185
C 2.55420 1.28521 -2.07198
C 1.97356 0.49311 -0.91761
C 2.69700 0.70955 0.37680
O 2.49409 -0.51512 1.05708
C 2.31382 -1.46919 0.09541
O 2.31405 -2.66890 0.30559
O 2.13584 -0.89959 -1.13549
H 1.92752 1.16771 -2.96260
H 2.61966 2.35073 -1.83334
H 3.55062 0.91787 -2.34230
H 0.90126 0.70033 -0.81631
H 2.27805 1.54205 0.94978
H 3.77458 0.86772 0.25571
C -2.27841 2.29472 9.55065
C -1.28444 3.38333 9.90289
C -1.13995 3.60330 11.37817
O -0.78026 4.97012 11.45685
C -1.29841 5.57342 10.34549
O -1.35978 6.77859 10.18033
O -1.74201 4.64551 9.44359
H -2.26700 2.10889 8.47126
H -2.04515 1.35807 10.06526
H -3.30124 2.59600 9.80344
H -0.31515 3.17930 9.43183
H -0.35882 2.97405 11.81491
H -2.07073 3.45412 11.93694
C 3.50209 -0.97179 -7.28708
C 4.38318 0.09860 -6.67467
C 5.55082 -0.45383 -5.91496
O 5.78729 0.54210 -4.93723
C 4.59267 1.17115 -4.72573
O 4.37225 1.94265 -3.80939
O 3.67548 0.81810 -5.67723
H 2.72857 -0.51155 -7.91125
H 4.08225 -1.66103 -7.90748
H 2.97764 -1.54321 -6.51294
H 4.70680 0.81006 -7.44418
H 6.43154 -0.58615 -6.55034
H 5.33454 -1.39953 -5.40535
C 5.81769 2.20217 -12.81310
C 5.23705 1.41007 -11.65874
C 5.96049 1.62650 -10.36432
O 5.75758 0.40183 -9.68404
C 5.57730 -0.55224 -10.64571
O 5.57754 -1.75194 -10.43553
O 5.39932 0.01736 -11.87661
H 5.19101 2.08467 -13.70372
H 5.88314 3.26768 -12.57446
H 6.81410 1.83482 -13.08343
H 4.16475 1.61729 -11.55743
H 5.54154 2.45900 -9.79135
H 7.03806 1.78467 -10.48541
C 0.11827 -5.92452 -2.60081
C -0.48432 -5.24051 -1.38998
C 0.15098 -5.65108 -0.09632
O -0.90283 -5.48931 0.83485
C -2.06693 -5.64185 0.13545
O -3.16603 -5.76810 0.64486
O -1.83516 -5.63703 -1.21270
H -0.31273 -5.51264 -3.51968
H 1.20328 -5.79049 -2.63746
H -0.10951 -6.99642 -2.60387
H -0.46211 -4.15150 -1.51888
H 0.99936 -5.01287 0.16791
H 0.47456 -6.69791 -0.07956


Record 4
Formula: C4H12N3
Source: the OMol25 dataset
Level of theory: ωB97M-V/def2-TZVPD

largest force on an atom	7.2	eV/A
energy relative to the best compared isomer or geometry (same formula, charge and spin)	230.89	kcal per mole
lowest unoccupied orbital energy	-8.73	eV
molecular weight	102.16	g/mol
HOMO	-13.3	eV
total charge	+1
orbital gap	4.62	eV

Element x y z (Å)
C -1.67052 1.35996 1.17583
C -0.62259 0.19720 1.36054
C -0.93637 -0.84834 0.22654
N -2.25122 -1.24553 0.38962
C 2.28569 -0.10018 -1.33320
N 1.23489 -0.14994 -2.34915
N 2.22553 -0.20350 -0.03085
H -1.23709 2.10518 0.54333
H -2.53242 0.65481 0.97921
H -1.91035 1.89524 2.14512
H -0.66557 -0.34057 2.30795
H 0.44689 0.41524 1.23587
H -0.29493 -1.67688 0.64699
H -0.46499 -0.54902 -0.69401
H -2.44233 -1.83568 -0.54616
H 1.58883 0.54928 -3.01301
H 1.07686 0.73315 -1.53891
H 2.93804 -0.84318 0.31401
H 3.23165 -0.11725 -1.81973


Record 5
Formula: BF4H22O11
Source: the OMol25 dataset
Level of theory: ωB97M-V/def2-TZVPD

largest force on an atom	1.7	eV/A
energy relative to the best compared isomer or geometry (same formula, charge and spin)	16.20	kcal per mole
lowest unoccupied orbital energy	2.64	eV
molecular weight	284.97	g/mol
HOMO	-8.1	eV
total charge	-1
orbital gap	10.77	eV

Element x y z (Å)
B 0.14073 0.18792 -0.17125
F 0.68905 1.44609 -0.04256
F -0.52014 -0.32576 0.97908
F -0.83953 0.28718 -1.20405
F 1.13407 -0.71317 -0.55090
O -0.89176 -3.35574 2.51878
H -1.80002 -3.36657 2.83608
H -0.58710 -2.46032 2.70309
O -3.10907 -1.98659 -0.59065
H -3.83608 -2.22558 -0.00734
H -2.61305 -1.32097 -0.10005
O 0.59225 2.36937 2.63636
H 1.34192 1.94619 3.06663
H 0.27926 1.71153 2.00010
O -2.77247 1.77706 0.02453
H -3.39320 1.12509 0.36493
H -2.04125 1.24743 -0.35186
O -0.36673 -2.82383 -3.41749
H 0.10197 -2.72621 -2.57554
H 0.32280 -3.05161 -4.04774
O 3.29371 2.09740 0.78853
H 3.15489 2.73515 1.49513
H 2.44039 2.07021 0.33025
O -2.39100 -0.56726 2.75491
H -2.72057 0.33512 2.81560
H -1.68129 -0.52498 2.07299
O 0.94076 4.66021 -0.35902
H 0.57527 3.85657 -0.74911
H 1.64614 4.91630 -0.96064
O 3.51518 -1.60591 -1.61815
H 4.18707 -1.77845 -0.95257
H 2.83040 -1.10145 -1.15040
O 0.18045 2.62647 -2.68044
H 0.13859 2.01057 -1.93297
H -0.41971 2.24719 -3.32878
O 0.76013 -3.42225 -0.54159
H 0.66526 -3.79277 0.34232
H 1.05269 -2.50363 -0.39621


Record 6
Formula: C2H5NO3S
Source: the OMol25 dataset
Level of theory: ωB97M-V/def2-TZVPD

largest force on an atom	2.3	eV/A
energy relative to the best compared isomer or geometry (same formula, charge and spin)	53.00	kcal per mole
lowest unoccupied orbital energy	0.58	eV
molecular weight	123.13	g/mol
HOMO	-10.4	eV
orbital gap	10.98	eV

Element x y z (Å)
C -0.43319 -1.21681 0.32448
C -0.46632 0.03759 -0.52797
N -1.20155 1.14687 0.04035
O 1.59350 1.08227 0.98837
O 2.45816 0.08269 -1.09147
O 0.98198 -1.38265 0.49932
S 1.41047 0.14144 -0.10772
H -1.00026 -0.87675 1.25067
H -0.98784 -2.07520 -0.12727
H -0.57760 -0.08703 -1.56110
H -0.72900 1.24733 0.93063
H -1.04834 1.90025 -0.61829


Question: What is the molecular weight in the fourth record?
Answer: 102.16 g/mol


Repeat the second record exactly.
Formula: C17H22Br2Cl2N2O2PPtS2
Source: the OMol25 dataset
Level of theory: ωB97M-V/def2-TZVPD

largest force on an atom	0.3	eV/A
lowest unoccupied orbital energy (alpha / beta)	-3.62 / -4.32	eV
<S²>	2.0068
spin multiplicity	3
molecular weight	807.28	g/mol
HOMO (alpha / beta)	-10.5 / -11.6	eV
total charge	+1
orbital gap (alpha / beta)	6.92 / 7.23	eV

Element x y z (Å)
Pt 0.21545 -1.61075 -0.28627
Br -6.20117 -1.82270 -2.52314
C -4.40400 -1.77236 -1.99059
C -3.54831 -0.81169 -2.50487
C -2.23737 -0.81172 -2.06391
N -1.78654 -1.70336 -1.18678
C -2.60411 -2.63834 -0.69118
C -3.93516 -2.69896 -1.07265
C -1.99212 -3.57582 0.29360
C -2.64916 -4.69922 0.76665
C -2.00590 -5.51532 1.68428
Br -2.87195 -7.03964 2.34173
C -0.72234 -5.20367 2.10422
C -0.12609 -4.07642 1.57418
N -0.74021 -3.28492 0.69341
H -3.88938 -0.08038 -3.22185
H -1.52077 -0.08444 -2.42308
H -4.60904 -3.43567 -0.66510
H -3.63994 -4.95497 0.42609
H -0.19417 -5.81885 2.81666
H 0.87487 -3.78690 1.86247
Cl 2.72622 -1.70695 1.56957
C 2.23906 -0.90953 3.07559
Cl 0.65287 -1.45365 3.62658
H 2.18841 0.15858 2.88969
H 2.97166 -1.15845 3.83429
C 3.03920 2.62685 1.70507
C 3.10317 1.88317 0.38835
C 4.36173 2.13747 -0.40637
O 1.97427 2.34423 -0.43759
P 0.83590 1.33659 -0.85049
S 1.49267 -0.29581 -1.83089
S -0.13895 0.59578 0.76463
O -0.05745 2.18085 -1.81960
C -0.51341 3.58129 -1.66979
C -0.89840 3.90601 -0.24059
C 0.53586 4.50579 -2.24640
H 3.87844 2.33676 2.33852
H 2.10620 2.40911 2.22726
H 3.10000 3.70158 1.53303
H 2.98426 0.80830 0.54990
H 4.46780 3.20203 -0.61644
H 4.34054 1.59175 -1.34814
H 5.22971 1.80713 0.16365
H -1.40419 3.59738 -2.29835
H -0.02629 3.89631 0.41549
H -1.64168 3.20696 0.13786
H -1.32782 4.90799 -0.21554
H 1.42614 4.51854 -1.62170
H 0.13165 5.51731 -2.29866
H 0.80983 4.19276 -3.25279


Question: The lowest largest force on an atom belongs to which entry?
Answer: C17H22Br2Cl2N2O2PPtS2